[1]
20
Properties=species:S:1:pos:R:3 method="wB97M-V/def2-TZVPD" total_energy_ev=-7459.439 molar_mass_g_mol=90.166 smiles=CCCCC.O e_homo_ev=-10.9 gap_ha=0.4283
C 2.1906 0.8790 -2.5130
C 1.9228 -0.4152 -1.7079
C 1.4640 -0.1393 -0.2725
C -0.0336 0.0039 -0.0655
C -0.5913 1.3505 -0.5092
H 2.2437 0.7559 -3.5925
H 1.4202 1.6105 -2.2706
H 3.1294 1.3130 -2.1568
H 1.1650 -1.0121 -2.2082
H 2.8384 -0.9982 -1.6528
H 1.9696 0.7749 0.0697
H 1.8720 -0.9540 0.3253
H -0.2477 -0.1595 0.9928
H -0.6133 -0.8010 -0.5440
H 0.0596 2.1646 -0.1994
H -1.5557 1.5430 -0.0509
H -0.6824 1.3839 -1.5922
O -4.0552 -1.6111 4.3937
H -3.8746 -1.0074 3.6529
H -4.8827 -1.2608 4.7426



[2]
20
Properties=species:S:1:pos:R:3 method="wB97M-V/def2-TZVPD" total_charge=+1 s2=0.753 total_energy_ev=-7449.324 molar_mass_g_mol=90.166 e_homo_ev="-15.2 / -15.2" spin_multiplicity=2 gap_ha="0.4548 / 0.2057"
C 0.3146 -2.0020 -0.2348
C 0.4914 -0.6433 -0.8239
C 0.2514 0.4490 0.4877
C -0.0906 1.7313 -0.2185
C 1.4990 0.4856 1.3043
H 1.0878 -2.2271 0.4950
H -0.6659 -2.2212 0.1881
H 0.4787 -2.7010 -1.0745
H 1.5182 -0.5352 -1.1869
H -0.1559 -0.3080 -1.6330
H -0.5830 0.1022 1.0903
H -0.2156 2.4864 0.5750
H -1.0787 1.7795 -0.6811
H 0.6919 2.0311 -0.8775
H 1.7653 -0.4779 1.7361
H 1.3614 1.2211 2.1046
H 2.3553 0.7795 0.7168
H -2.3426 0.2544 -0.3367
H -3.4999 0.0086 -1.2578
O -3.1829 -0.2131 -0.3732



[3]
21
Properties=species:S:1:pos:R:3 method="wB97M-V/def2-TZVPD" total_energy_ev=-9505.980 molar_mass_g_mol=106.165 smiles="C=CCCC.O.O" e_homo_ev=-9.7 gap_ha=0.3801
C -0.8129 1.9825 -0.1995
C -0.1907 1.1292 0.5933
C 0.6491 0.0689 -0.0768
C 1.7996 0.6093 -0.9479
C 2.9346 -0.3880 -1.1227
H -0.8273 1.8819 -1.2808
H -1.3875 2.8426 0.1067
H -0.0197 1.2089 1.6531
H 1.0571 -0.7114 0.5775
H -0.0086 -0.6090 -0.6026
H 2.1147 1.5310 -0.4761
H 1.4226 0.8395 -1.9487
H 3.4282 -0.5633 -0.1725
H 2.6335 -1.3854 -1.4509
H 3.6392 0.0179 -1.8507
O -2.6875 -1.2257 -0.7038
H -1.9516 -0.8958 -0.1749
H -3.5104 -0.8597 -0.3703
O -1.0905 -1.4386 2.1665
H -1.0962 -0.7365 2.8196
H -1.9819 -1.7771 2.0535



[4]
21
Properties=species:S:1:pos:R:3 method="wB97M-V/def2-TZVPD" total_energy_ev=-9506.063 molar_mass_g_mol=106.165 smiles="C=CCCC.O.O" e_homo_ev=-9.3 gap_ha=0.3585
C -1.5606 -1.2245 2.9601
C -0.4258 -0.9382 2.3164
C 0.1661 -1.6652 1.1194
C 0.9347 -0.7274 0.1752
C 1.7256 -1.5401 -0.8492
H -2.1594 -2.0415 2.5695
H -1.7628 -0.7532 3.9070
H 0.0737 -0.0485 2.7058
H 0.8696 -2.3652 1.5726
H -0.6798 -2.1343 0.6218
H 1.5473 -0.0892 0.8148
H 0.2017 -0.0902 -0.3296
H 2.1023 -0.8864 -1.6314
H 2.6028 -1.9075 -0.2966
H 1.1998 -2.4361 -1.1649
O -0.4681 3.6141 -1.4641
H -1.0860 4.3415 -1.4638
H 0.3634 4.1124 -1.4453
O -0.4611 1.1075 -2.8008
H 0.0080 1.6676 -2.1796
H -0.8567 1.7684 -3.3767



[5]
23
Properties=species:S:1:pos:R:3 method="wB97M-V/def2-TZVPD" total_energy_ev=-28217.955 molar_mass_g_mol=166.318 smiles=COC(C)(C)SO[SiH2]C e_homo_ev=-9.1 gap_ha=0.3284
C 0.0519 2.1883 0.3714
O 0.7226 1.1805 -0.4032
C -0.0601 0.4710 -1.3814
C -0.4081 1.3521 -2.5975
C 0.7459 -0.6857 -1.8742
S -1.5929 -0.1973 -0.7022
O -1.2464 -1.4860 0.6474
Si -0.1499 -2.0564 1.7198
C 0.1419 -0.9491 3.2692
H 0.8260 2.7422 0.6962
H -0.5672 1.7481 1.1464
H -0.7046 2.6120 -0.2818
H -0.8280 0.5907 -3.2773
H -1.0710 2.1317 -2.3557
H 0.5699 1.7173 -2.9862
H 1.6560 -0.3691 -2.4094
H 0.1196 -1.2608 -2.4002
H 0.9871 -1.2560 -0.9369
H -0.7391 -3.3525 1.9096
H 1.0592 -2.7439 1.1594
H 1.1285 -1.1888 3.6272
H -0.0286 0.0772 3.0286
H -0.6128 -1.2655 4.0308



[6]
22
Properties=species:S:1:pos:R:3 method="wB97M-V/def2-TZVPD" total_charge=-1 s2=0.773 total_energy_ev=-11552.860 molar_mass_g_mol=122.164 e_homo_ev="-0.2 / -3.2" spin_multiplicity=2 gap_ha="0.1468 / 0.2564"
C -0.0429 0.1867 2.7295
C 0.3154 0.6315 1.4616
C 0.3766 -0.2231 0.3182
C 0.4785 0.2460 -0.9671
C 0.5835 -0.6941 -2.1473
H -0.1008 0.9117 3.5311
H -0.0977 -0.8762 2.9428
H 0.5600 1.6886 1.4719
H 0.0870 -1.2311 0.5916
H 0.5779 1.3126 -1.1403
H 0.1530 -1.6633 -1.9117
H 1.6166 -0.7942 -2.5380
H 0.0473 -0.2236 -2.9850
H -1.4152 0.4208 1.3548
H -2.7821 1.0356 1.6214
O -2.2987 0.5478 0.9446
H -3.5275 -0.6986 -1.6712
H -2.4619 -0.2206 -0.6609
O -2.5956 -0.6182 -1.5345
H 2.6547 -0.0169 -0.2494
H 3.9180 -0.7839 -0.4365
O 3.6026 0.1202 -0.4250



[7]
22
Properties=species:S:1:pos:R:3 method="wB97M-V/def2-TZVPD" total_energy_ev=-11551.939 molar_mass_g_mol=122.164 smiles="C=CC(=C)C.O.O.O" e_homo_ev=-9.4 gap_ha=0.3630
C 1.6324 0.5547 -0.2840
C 0.3041 0.5440 -0.1690
C -0.3832 -0.2606 0.8600
C 0.1252 -0.4348 2.0668
C -1.4560 -1.3317 0.5772
H 2.3765 0.1167 0.3556
H 2.1261 1.0959 -1.0723
H -0.3170 0.9230 -0.8996
H -0.0489 -1.2730 2.7817
H 0.7219 0.2928 2.6447
H -1.7780 -1.3951 -0.4158
H -2.3737 -1.0309 1.0844
H -1.2274 -2.3574 0.9926
O 0.0057 -3.1817 -1.3702
H 0.6469 -2.5302 -1.4832
H -0.8695 -2.6986 -1.5140
O 0.0693 3.0947 2.1887
H -0.9129 3.0179 2.1432
H 0.4109 2.1130 1.9799
O 0.1641 1.2551 -3.5863
H -0.2710 2.0930 -3.5222
H 1.0543 1.3931 -3.3582



[8]
22
Properties=species:S:1:pos:R:3 method="wB97M-V/def2-TZVPD" total_energy_ev=-11553.379 molar_mass_g_mol=122.164 smiles=CCCOCOC.O e_homo_ev=-9.8 gap_ha=0.3874
C -2.6001 -0.7464 0.3868
C -2.1600 -1.7570 -0.6488
C -0.8602 -1.5111 -1.3590
O 0.1771 -1.6631 -0.3876
C 1.3248 -0.8628 -0.6879
O 1.0992 0.4760 -0.3414
C 1.4673 0.8513 1.0171
H -3.6282 -1.0544 0.6414
H -2.6383 0.2484 -0.0881
H -2.0151 -0.6691 1.3187
H -2.1242 -2.7570 -0.1754
H -2.9684 -1.7713 -1.4049
H -0.7035 -2.2481 -2.1700
H -0.8879 -0.5048 -1.8194
H 2.1684 -1.3861 -0.1981
H 1.4578 -0.9611 -1.7825
H 0.8620 0.2740 1.7360
H 1.3091 1.9262 1.2072
H 2.5319 0.6172 1.1856
O 2.3855 4.2975 1.1480
H 2.6717 4.8458 1.9134
H 3.1313 4.3556 0.5087